No. 1
{
  "formula": "C17H18N2O4",
  "method": "ωB97M-V/def2-TZVPD",
  "elements": ["C", "C", "O", "C", "C", "C", "C", "C", "O", "N", "C", "C", "C", "C", "C", "C", "C", "C", "C", "C", "N", "O", "O", "H", "H", "H", "H", "H", "H", "H", "H", "H", "H", "H", "H", "H", "H", "H", "H", "H", "H"],
  "xyz": [[-3.94012, -3.05030, -0.91981], [-3.40036, -2.63377, 0.44352], [-3.18134, -1.23666, 0.52551], [-2.11611, -0.66790, -0.04863], [-1.05541, -1.35153, -0.65086], [0.04482, -0.67827, -1.14132], [0.13686, 0.70769, -1.05296], [1.29137, 1.47006, -1.62142], [1.13979, 2.45141, -2.31814], [2.52946, 0.98781, -1.33584], [2.86796, -0.07641, -0.47117], [3.60243, -1.13658, -0.99708], [3.92882, -2.22519, -0.21323], [3.50884, -2.26551, 1.10603], [2.80972, -1.19848, 1.63657], [2.49583, -0.07710, 0.87566], [1.84565, 1.10308, 1.54308], [2.78527, 1.72522, 2.57895], [-0.91841, 1.40703, -0.49028], [-2.02523, 0.73820, 0.00841], [-3.08301, 1.53278, 0.58114], [-4.21645, 1.11505, 0.53060], [-2.75956, 2.59717, 1.06716], [-3.21560, -2.85651, -1.70725], [-4.17673, -4.11045, -0.91065], [-4.84363, -2.48727, -1.13821], [-4.15112, -2.82604, 1.21392], [-2.48812, -3.18596, 0.69953], [-1.08245, -2.42535, -0.73758], [0.83353, -1.24459, -1.61203], [3.28555, 1.42993, -1.84336], [3.90557, -1.09866, -2.03374], [4.49714, -3.04170, -0.63202], [3.73842, -3.12134, 1.72256], [2.50334, -1.22519, 2.67195], [1.58768, 1.86724, 0.81168], [0.92357, 0.78430, 2.03542], [2.30525, 2.58040, 3.04767], [3.04737, 1.00871, 3.35303], [3.70228, 2.06239, 2.10080], [-0.89150, 2.48547, -0.43725]],
  "atomic_forces_ev_per_a": [[0.160, 0.244, 0.286], [-0.097, -0.491, -0.181], [0.111, 0.158, 0.017], [0.058, 0.328, 0.039], [-0.236, -0.151, 0.086], [-0.078, 0.250, 0.025], [-0.311, -0.094, -0.099], [-0.241, -0.076, -0.069], [-0.098, 0.219, -0.015], [0.582, 0.124, -0.182], [0.145, -0.326, 0.303], [-0.038, 0.057, 0.029], [0.056, -0.011, -0.043], [-0.003, -0.051, 0.069], [-0.013, -0.045, -0.077], [0.026, 0.085, -0.169], [0.127, 0.088, 0.125], [-0.168, 0.007, -0.107], [-0.079, -0.075, 0.006], [0.722, -0.634, -0.474], [-0.281, 0.249, 0.161], [-0.319, 0.010, -0.069], [0.065, 0.388, 0.226], [0.031, -0.028, -0.089], [-0.019, -0.126, -0.027], [-0.086, 0.015, -0.041], [0.177, -0.016, -0.063], [-0.088, 0.072, 0.041], [-0.060, -0.097, 0.018], [0.081, -0.066, 0.001], [-0.184, 0.034, 0.023], [-0.019, -0.005, -0.114], [0.047, -0.071, -0.042], [0.020, -0.076, 0.062], [-0.032, 0.006, 0.135], [-0.056, -0.057, 0.099], [-0.065, 0.038, -0.082], [0.006, 0.092, 0.094], [0.054, -0.040, 0.092], [0.106, 0.037, -0.005], [-0.002, 0.034, 0.008]],
  "e_homo_ev": -8.954,
  "e_lumo_ev": -0.157,
  "charge": 0,
  "homo_lumo_gap_ha": 0.323,
  "de_lowest_kj_mol": 402.5,
  "total_energy_ha": -1068.99638
}

=====

No. 2
{
  "formula": "C10H16",
  "method": "ωB97M-V/def2-TZVPD",
  "elements": ["C", "C", "C", "C", "C", "C", "C", "C", "H", "H", "H", "H", "H", "H", "H", "H", "H", "H", "C", "C", "H", "H", "H", "H", "H", "H"],
  "xyz": [[-0.77579, 1.46571, -0.62315], [-0.40464, 0.38480, 0.36437], [-1.27898, -0.86922, -0.02807], [-1.22224, -1.95684, 0.75418], [-2.00764, -3.13972, 0.54645], [-3.01232, -3.06405, -0.42581], [-2.82950, -2.08779, -1.41111], [-2.04666, -1.02033, -1.17172], [-1.13622, 1.13813, -1.68255], [-0.08387, 2.35040, -0.92999], [-1.49984, 2.11571, -0.08922], [0.69495, 0.25043, 0.43599], [-0.68917, 0.63325, 1.40161], [-0.56925, -1.96038, 1.68472], [-2.03987, -3.90168, 1.20411], [-3.80088, -3.77093, -0.46456], [-3.17088, -2.30323, -2.45796], [-2.19488, -0.14353, -1.82900], [3.48185, 1.30810, 0.20428], [3.66335, 2.65126, 0.96898], [3.33613, 0.46324, 0.79792], [2.35450, 1.47239, -0.30448], [4.09519, 1.06449, -0.58446], [4.06054, 3.38160, 0.42826], [2.72961, 3.02241, 1.39628], [4.34650, 2.51579, 1.81491]],
  "atomic_forces_ev_per_a": [[-0.084, 3.438, -1.651], [-0.448, -0.791, -0.656], [1.478, 1.180, 0.071], [0.800, -3.254, 2.878], [-1.300, 4.411, -1.862], [2.279, -0.024, -0.005], [-1.275, -1.930, -1.232], [0.106, 2.862, -0.859], [0.546, 0.568, 2.354], [-0.011, -1.952, 0.890], [-0.530, -0.622, -0.866], [-0.691, -0.694, -0.437], [-0.069, 0.207, -0.495], [-0.677, 0.047, -1.313], [0.242, -2.343, 2.305], [-0.358, -0.841, -0.352], [-0.520, 0.758, 1.249], [0.481, -1.043, 0.007], [-5.368, 3.093, -0.462], [-0.793, -3.788, 2.661], [-0.002, -1.226, 1.320], [2.892, -0.720, 0.896], [1.781, -0.105, -1.613], [1.595, 3.038, -2.702], [-0.036, -0.250, -0.124], [-0.038, -0.020, 0.001]],
  "e_homo_ev": -8.956,
  "e_lumo_ev": 0.982,
  "charge": 0,
  "homo_lumo_gap_ha": 0.365,
  "de_lowest_kj_mol": 271.7,
  "total_energy_ha": -390.53240
}

=====

No. 3
{
  "formula": "C5H10O",
  "method": "ωB97M-V/def2-TZVPD",
  "elements": ["C", "C", "C", "C", "C", "O", "H", "H", "H", "H", "H", "H", "H", "H", "H", "H"],
  "xyz": [[1.76606, 0.19652, 0.47969], [0.94626, 0.29498, -0.81330], [-0.51181, 0.08439, -0.50553], [-0.91345, -1.28621, 0.03635], [-1.40506, 1.00349, 0.18258], [-1.57256, 0.46475, -1.31598], [1.65812, -0.78471, 0.95672], [1.44996, 0.95274, 1.20909], [2.82982, 0.34956, 0.28168], [1.26412, -0.48000, -1.52056], [1.10323, 1.26753, -1.29140], [-0.60716, -2.05198, -0.67289], [-0.50221, -1.45655, 1.03188], [-2.01112, -1.31772, 0.10178], [-1.70565, 2.01681, 0.01873], [-1.72643, 0.59658, 1.16438]],
  "atomic_forces_ev_per_a": [[0.084, -0.001, 0.030], [-0.025, 0.020, -0.139], [0.396, -0.366, 0.550], [0.315, -0.344, 0.076], [-0.583, 0.101, -0.592], [-0.880, 0.338, 1.288], [0.032, 0.175, -0.145], [0.023, -0.099, -0.168], [-0.105, -0.002, 0.001], [0.046, 0.116, 0.028], [-0.114, -0.110, 0.054], [0.171, -0.211, 0.129], [0.124, -0.289, -0.087], [0.445, -0.001, -0.006], [1.255, 0.835, 0.159], [-1.182, -0.162, -1.180]],
  "e_homo_ev": -9.667,
  "e_lumo_ev": 0.993,
  "charge": 0,
  "homo_lumo_gap_ha": 0.392,
  "de_lowest_kj_mol": 249.3,
  "total_energy_ha": -271.65768
}